{"formula": "C4H7NO", "method": "ωB97M-V/def2-TZVPD", "species": ["O", "N", "C", "C", "C", "C", "H", "H", "H", "H", "H", "H", "H"], "coordinates": [[-0.597, -2.043, 0.537], [-0.210, 1.077, -0.924], [-0.436, 1.670, 0.351], [1.333, -0.996, -0.364], [0.039, 0.138, 0.145], [-0.896, -0.883, 0.695], [2.052, -1.209, 0.431], [1.117, -2.018, -0.795], [0.194, 2.501, 0.676], [1.700, -0.406, -1.182], [-1.031, 0.914, -1.486], [-1.503, 1.891, 0.581], [-1.763, -0.636, 1.335]], "mulliken_charge": [-0.465, -0.430, -0.300, -0.985, 0.394, -0.197, 0.269, 0.274, 0.214, 0.397, 0.226, 0.238, 0.365], "fmax_ha_per_bohr": 0.037, "homo_energy_ha": -0.3495, "homo_lumo_gap_ha": 0.3769, "energy_ha": -286.4621}

{"formula": "C25H22BClIN7O2SZn", "method": "ωB97M-V/def2-TZVPD", "species": ["I", "Zn", "Cl", "S", "O", "O", "N", "N", "N", "N", "N", "N", "N", "C", "C", "C", "C", "C", "C", "C", "C", "C", "C", "C", "C", "C", "C", "C", "C", "C", "C", "C", "C", "C", "C", "C", "C", "C", "B", "H", "H", "H", "H", "H", "H", "H", "H", "H", "H", "H", "H", "H", "H", "H", "H", "H", "H", "H", "H", "H", "H"], "coordinates": [[-4.318, -3.970, 1.287], [-0.721, -0.307, 0.187], [-1.507, -3.794, 6.217], [0.536, -3.208, -0.320], [-1.917, -1.929, 0.648], [0.752, -1.755, -0.687], [-0.010, -0.899, 2.224], [-1.752, 0.224, -1.601], [0.244, 2.360, -0.772], [-1.942, 2.465, 0.478], [-1.896, 1.294, 1.146], [0.724, 1.196, -0.293], [-1.882, 1.542, -1.859], [-2.607, -3.706, 3.758], [0.940, -0.378, 2.956], [-1.209, -5.023, -1.342], [-3.065, 0.480, -3.394], [-1.926, -5.049, -3.635], [2.103, -3.955, -0.709], [1.151, -0.750, 4.296], [-0.366, -3.372, -2.902], [-2.731, -3.269, 2.427], [-2.636, 3.370, 1.186], [0.333, -1.688, 4.855], [-1.966, -5.588, -2.357], [-2.561, 1.471, 2.277], [2.046, 1.261, -0.369], [-3.058, 2.776, 2.358], [-0.705, -2.266, 4.087], [-1.618, -3.235, 4.568], [2.446, 2.490, -0.899], [-1.131, -3.942, -3.907], [-1.860, -2.344, 1.859], [-0.836, -1.836, 2.754], [-0.413, -3.929, -1.632], [-2.662, 1.718, -2.935], [-2.469, -0.423, -2.508], [1.259, 3.152, -1.143], [-1.280, 2.602, -0.908], [-1.270, -5.402, -0.331], [1.550, 0.387, 2.486], [-2.533, -1.497, -2.468], [2.637, 0.414, -0.062], [-1.473, 3.702, -1.350], [0.226, -2.482, -3.077], [0.458, -1.993, 5.884], [-2.884, 2.711, -3.287], [-2.660, 0.654, 2.975], [-1.120, -3.513, -4.900], [-2.531, -5.481, -4.420], [2.397, -3.615, -1.701], [-3.703, 0.264, -4.231], [-2.610, -6.430, -2.142], [-2.782, 4.365, 0.803], [-3.642, 3.216, 3.146], [1.942, -0.283, 4.866], [2.820, -3.630, 0.041], [1.061, 4.126, -1.556], [3.445, 2.841, -1.083], [-3.317, -4.419, 4.153], [1.993, -5.038, -0.683]], "mulliken_charge": [0.011, 0.274, -0.287, 0.596, -0.592, -0.729, 0.548, 0.335, 0.046, 0.035, 0.217, 0.540, 0.201, -0.455, -0.454, -0.502, -1.240, -0.381, -1.200, -0.957, -0.548, -0.260, -0.095, -0.889, -0.630, -0.197, -0.454, -1.227, 0.062, 0.479, -1.135, -0.611, 0.275, -0.080, 0.679, -0.129, -0.413, -0.130, 0.206, 0.398, 0.397, 0.686, 0.561, -0.144, 0.370, 0.429, 0.436, 0.510, 0.423, 0.401, 0.362, 0.422, 0.412, 0.449, 0.397, 0.451, 0.422, 0.441, 0.421, 0.440, 0.408], "fmax_ha_per_bohr": 0.011, "homo_energy_ha": -0.2668, "homo_lumo_gap_ha": 0.2746, "energy_ha": -4460.0783}

{"formula": "C13H52N26O13", "method": "ωB97M-V/def2-TZVPD", "species": ["O", "O", "O", "O", "O", "O", "O", "O", "O", "O", "O", "O", "O", "N", "N", "N", "N", "N", "N", "N", "N", "N", "N", "N", "N", "N", "N", "N", "N", "N", "N", "N", "N", "N", "N", "N", "N", "N", "N", "C", "C", "C", "C", "C", "C", "C", "C", "C", "C", "C", "C", "C", "H", "H", "H", "H", "H", "H", "H", "H", "H", "H", "H", "H", "H", "H", "H", "H", "H", "H", "H", "H", "H", "H", "H", "H", "H", "H", "H", "H", "H", "H", "H", "H", "H", "H", "H", "H", "H", "H", "H", "H", "H", "H", "H", "H", "H", "H", "H", "H", "H", "H", "H", "H"], "coordinates": [[-5.186, -0.663, -3.233], [-0.160, 0.949, 5.281], [-0.370, 5.454, 3.936], [4.609, 3.413, 1.593], [-1.865, 1.274, -2.194], [1.636, -4.492, -0.251], [-1.783, -4.108, 0.307], [0.293, -0.512, -4.079], [1.421, 4.309, -3.695], [2.974, -3.441, 3.374], [0.547, -1.150, 0.962], [5.620, -2.005, -0.647], [-0.018, 3.577, 0.983], [0.036, 5.741, 1.318], [-1.625, 0.347, -4.764], [-0.136, -0.583, 3.761], [0.313, 4.914, -0.660], [0.826, -3.770, 2.709], [1.441, 0.782, 3.773], [-3.936, 1.684, -2.085], [1.554, 2.325, -2.720], [2.826, -5.377, -1.868], [-0.246, 0.816, 0.070], [1.433, -4.408, 4.704], [4.127, -3.347, 0.381], [-2.715, 2.827, -0.747], [-3.095, -1.339, -2.751], [3.410, -1.613, -0.516], [2.993, 2.851, 0.222], [-0.641, -1.064, -0.833], [-2.747, -3.007, 1.974], [-0.277, -0.130, -6.199], [-0.373, 4.111, 5.680], [2.474, 3.181, 2.244], [-3.979, -2.092, -4.462], [-0.347, 3.106, -3.504], [-0.958, 3.414, 3.717], [0.953, -4.538, -2.343], [-2.896, -5.092, 1.993], [0.147, 4.651, 0.576], [1.789, -4.788, -1.420], [-2.472, -4.055, 1.284], [0.320, 0.458, 4.309], [0.924, 3.277, -3.409], [3.443, 3.174, 1.390], [4.524, -2.289, -0.273], [-0.498, -0.116, -4.938], [0.002, -0.459, 0.138], [-0.602, 4.374, 4.437], [-2.774, 1.893, -1.667], [1.844, -3.801, 3.578], [-4.221, -1.368, -3.455], [-1.198, -0.581, -1.523], [2.796, 3.469, 3.157], [1.022, 1.466, -2.722], [0.077, -4.446, 2.745], [-1.223, 3.451, 2.743], [-0.943, 3.810, -3.914], [-0.149, 1.388, 0.897], [2.519, 2.193, -2.453], [-0.684, -2.066, -0.716], [-0.390, 3.178, 6.066], [-2.705, -2.270, -2.793], [-3.075, -0.819, -1.885], [1.916, 1.477, 4.330], [-0.725, 2.171, -3.453], [-3.434, -3.258, 2.671], [3.637, -0.707, -0.900], [4.861, -3.967, 0.691], [0.648, -0.359, -6.534], [-3.590, 3.045, -0.292], [-4.688, 1.928, -1.456], [-0.891, -0.860, 4.372], [3.182, -3.608, 0.623], [-0.168, 6.656, 0.942], [0.880, -3.181, 1.890], [0.061, -4.150, -2.069], [-0.131, 5.559, 2.297], [-0.729, 2.614, 4.289], [0.453, -4.656, 4.710], [-1.985, 0.400, -3.822], [2.949, -5.577, -2.851], [-2.438, -2.071, 1.755], [1.888, -4.176, 5.575], [-2.996, -5.143, 2.996], [3.548, -5.723, -1.253], [0.247, -0.951, 2.901], [0.418, 4.078, -1.216], [-2.618, -5.967, 1.572], [-0.284, 4.967, 6.208], [-1.825, 3.113, -0.363], [2.549, -1.847, -0.041], [-2.218, 0.859, -5.402], [-4.737, -2.249, -5.110], [-0.780, 1.091, -0.742], [-4.003, 0.833, -2.624], [1.224, -4.556, -3.315], [-1.059, 0.165, -6.766], [1.496, 3.318, 2.032], [3.769, 2.394, -0.236], [1.860, 0.484, 2.903], [2.089, 2.788, -0.224], [0.272, 5.787, -1.167], [-3.253, -2.794, -4.508]], "mulliken_charge": [-0.703, -0.798, -0.851, -0.696, -0.448, -0.721, -0.528, -0.647, -0.653, -0.609, -0.107, -0.592, -0.314, -0.346, -0.194, -0.076, -0.155, 0.055, -0.105, -0.285, 0.038, -0.357, 0.844, -0.436, 0.263, -0.328, -0.134, 0.102, -0.097, 0.301, -0.249, -0.409, -0.355, -0.002, -0.283, 0.015, -0.110, -0.322, -0.570, 0.651, 0.691, 0.575, 0.497, -0.124, 0.385, 0.467, 0.687, 0.300, 0.816, 0.902, 0.726, 0.502, -0.097, 0.222, -0.136, 0.194, 0.046, 0.189, -0.290, 0.258, -0.169, 0.172, 0.053, 0.149, 0.246, -0.204, 0.198, 0.210, 0.307, 0.269, 0.228, 0.228, 0.181, -0.116, 0.209, -0.253, 0.167, 0.252, -0.045, 0.129, 0.039, 0.118, 0.155, 0.267, 0.194, 0.245, -0.108, -0.021, 0.237, 0.241, -0.183, 0.044, 0.242, 0.260, -0.492, -0.043, 0.192, 0.125, 0.056, 0.120, 0.040, 0.087, 0.203, 0.171], "charge": 1, "fmax_ha_per_bohr": 0.207, "homo_energy_ha": [-0.4052, -0.4052], "s2": 0.765, "homo_lumo_gap_ha": [0.3217, 0.1167], "energy_ha": -2928.2862, "multiplicity": 2}

{"formula": "C18H24N4O", "method": "ωB97M-V/def2-TZVPD", "species": ["O", "N", "N", "N", "N", "C", "C", "C", "C", "C", "C", "C", "C", "C", "C", "C", "C", "C", "C", "C", "C", "C", "C", "H", "H", "H", "H", "H", "H", "H", "H", "H", "H", "H", "H", "H", "H", "H", "H", "H", "H", "H", "H", "H", "H", "H", "H"], "coordinates": [[-3.011, -2.251, -1.485], [-2.228, 1.249, -0.049], [-1.584, -0.553, -0.994], [-0.121, 1.213, -0.964], [2.333, 1.758, 0.087], [5.413, -2.070, -0.328], [-4.962, -1.527, -0.038], [4.045, -2.639, 0.166], [3.084, -1.693, 0.371], [-3.760, -0.714, -0.127], [2.230, 0.495, 0.831], [-0.004, 2.581, -0.376], [3.251, -0.377, 0.725], [-1.389, 0.669, -0.798], [2.258, 1.172, -1.471], [-4.792, -2.261, 1.420], [5.785, -0.886, 0.155], [1.310, 2.664, 0.266], [4.696, -0.215, 0.491], [-4.443, 1.452, 1.457], [-3.470, 0.475, 0.497], [0.848, 0.866, -1.716], [-2.784, -1.252, -1.021], [6.641, -0.591, 0.218], [-5.317, 1.704, 0.607], [-4.634, 0.654, 2.118], [3.109, 0.901, -1.588], [0.886, -0.302, -1.602], [1.279, -0.140, 0.890], [2.318, 2.224, -1.905], [1.889, 3.774, 0.216], [-4.506, -1.721, 2.190], [2.479, 0.904, 1.961], [1.011, 2.605, 1.558], [6.243, -2.966, -0.269], [4.935, 1.172, 0.654], [-3.920, -3.016, 1.144], [0.746, 0.781, -2.985], [0.155, 3.205, -1.298], [-0.850, -1.086, -1.737], [-5.148, -2.076, -0.710], [-3.904, 2.247, 1.569], [-5.621, -2.683, 1.511], [-0.787, 2.763, 0.096], [-5.642, -0.702, 0.265], [2.040, -2.190, 0.250], [3.890, -3.615, -0.251]], "mulliken_charge": [-0.562, -0.614, -0.040, 0.392, -0.009, -0.447, -1.787, -0.857, 0.162, 0.997, -0.198, -1.238, 0.208, 0.668, -1.984, -1.287, -0.832, -0.494, -0.067, -1.357, 0.105, 0.239, 0.059, 0.737, 0.227, 0.439, 1.057, 0.138, 0.188, 0.395, 0.217, 0.469, 0.380, 0.328, 0.239, 0.005, 0.231, -0.020, 0.245, 0.340, 0.901, 0.473, 0.529, 0.696, 0.272, 0.117, 0.342], "fmax_ha_per_bohr": 0.332, "homo_energy_ha": -0.2958, "homo_lumo_gap_ha": 0.3097, "energy_ha": -993.9034}